[1]
{"formula": "C20H21BrCuN2O2", "method": "ωB97M-V with the def2-TZVPD basis set", "elements": ["C", "C", "H", "H", "H", "H", "H", "H", "C", "C", "C", "C", "H", "H", "H", "H", "N", "C", "C", "N", "C", "C", "C", "H", "H", "C", "H", "H", "Cu", "C", "H", "H", "H", "Br", "C", "C", "C", "C", "C", "C", "C", "O", "O", "H", "H", "H", "H"], "xyz": [[-3.107, -0.701, -0.751], [-2.996, 0.515, -1.734], [-2.881, -1.650, -1.236], [-4.180, -0.753, -0.505], [-2.651, -0.648, 0.246], [-2.035, 0.698, -2.270], [-3.636, 0.215, -2.573], [-3.417, 1.428, -1.314], [-0.466, -2.591, -0.662], [0.379, -3.699, -0.723], [1.601, -3.583, -1.389], [1.936, -2.354, -1.952], [-1.420, -2.639, -0.131], [0.061, -4.622, -0.242], [2.287, -4.423, -1.463], [2.887, -2.182, -2.448], [-0.155, -1.418, -1.233], [1.036, -1.276, -1.861], [1.331, 0.058, -2.368], [0.402, 1.006, -2.115], [0.629, 2.268, -2.498], [2.734, 1.676, -3.500], [1.773, 2.646, -3.211], [-0.115, 2.999, -2.190], [1.884, 3.688, -3.511], [2.518, 0.371, -3.059], [3.238, -0.420, -3.224], [3.640, 1.922, -4.055], [-1.226, 0.387, -0.860], [-1.385, 2.341, -0.280], [-1.792, 2.990, -1.069], [-0.365, 2.619, 0.011], [-2.036, 2.290, 0.603], [1.231, 2.875, 2.737], [0.794, 1.313, 3.689], [0.698, 1.330, 5.087], [0.307, 0.179, 5.777], [0.037, -1.003, 5.077], [0.129, -1.026, 3.682], [0.516, 0.130, 2.987], [0.425, 0.150, 1.469], [-0.804, -0.017, 1.107], [1.426, 0.296, 0.756], [0.918, 2.248, 5.621], [0.217, 0.203, 6.866], [-0.261, -1.910, 5.605], [-0.105, -1.923, 3.107]], "total_charge": 0, "s2": 0.755, "spin_multiplicity": 2, "gap_ev": [6.73, 7.76], "e_homo_ha": [-0.261, -0.299], "e_above_lowest_kj_mol": 0.0}


[2]
{"formula": "C3H5N4O", "method": "ωB97M-V with the def2-TZVPD basis set", "elements": ["C", "C", "C", "N", "N", "N", "N", "O", "H", "H", "H", "H", "H"], "xyz": [[0.111, 1.596, -1.115], [0.342, 0.533, 0.000], [-0.250, -0.762, 0.263], [0.924, 2.544, -0.831], [1.260, 1.060, 0.760], [-1.220, -1.215, -0.502], [0.219, -1.435, 1.288], [1.595, 2.230, 0.276], [-0.552, 1.599, -1.952], [-1.570, -0.673, -1.279], [-1.658, -2.108, -0.327], [0.961, -1.038, 1.850], [-0.161, -2.330, 1.569]], "total_charge": 1, "gap_ev": 10.87, "e_homo_ha": -0.585, "e_above_lowest_kj_mol": 108.9, "smiles": "NC(=[NH2+])c1cnon1"}


[3]
{"formula": "C3H4N2O", "method": "ωB97M-V with the def2-TZVPD basis set", "elements": ["O", "C", "C", "C", "N", "N", "H", "H", "H", "H"], "xyz": [[-1.839, 0.524, -0.069], [-0.709, -0.167, 0.252], [0.390, 0.512, 0.712], [1.407, 0.083, -0.148], [1.042, -0.959, -0.883], [-0.268, -1.140, -0.600], [-1.995, 1.214, 0.583], [0.325, 1.343, 1.396], [2.331, 0.604, -0.353], [-0.685, -2.015, -0.889]], "total_charge": 0, "gap_ev": 9.06, "e_homo_ha": -0.312, "e_above_lowest_kj_mol": 236.6, "smiles": "Oc1ccn[nH]1"}